one | The following is a DFT calculation (ωB97M-V with the def2-TZVPD basis set) of 2 unconnected molecules or ions with the total composition C4H9NOS.

net charge	0
HOMO	-9.9	eV

CARTESIAN COORDINATES (ANGSTROEM)
S: 1.30852 -2.12089 -1.78030
O: 2.13312 -3.24433 -2.20623
N: 1.74669 -1.59518 -0.41048
C: 0.42235 -0.20195 1.37734
C: 0.77530 0.91444 -0.86663
C: -0.93187 -0.93696 -0.78315
C: 0.27242 -0.26471 -0.11127
H: 0.37386 1.79019 -0.35509
H: 1.19849 0.34378 1.77630
H: -0.52046 0.21101 1.74241
H: -0.80345 -2.01591 -0.62183
H: 0.50625 -1.29173 1.67315
H: -1.00226 -0.61967 -1.84634
H: -1.93867 -0.71821 -0.20873
H: 0.52667 0.88387 -1.97055
H: 1.81506 0.90245 -0.72804

two | The following is a DFT calculation (ωB97M-V with the def2-TZVPD basis set) of a molecular structure, C4H9NOS.

net charge	0
HOMO	-8.7	eV

CARTESIAN COORDINATES (ANGSTROEM)
S: -0.74802 1.12424 0.25118
O: -0.03557 -1.38031 -0.34489
N: 0.51106 1.51432 -0.84649
C: -1.32037 -1.85137 -0.61237
C: 0.37738 2.69740 -1.24169
C: 1.31592 -0.34824 1.26432
C: -0.05748 -0.47797 0.74514
H: 1.47514 0.42270 2.05933
H: -1.24149 -2.47436 -1.41284
H: 2.03692 -0.16764 0.46508
H: -0.47153 3.38338 -0.95266
H: 1.17421 3.05659 -1.93276
H: -1.78625 -2.39975 0.27146
H: -2.06329 -1.02838 -0.94034
H: 1.60508 -1.31209 1.70569
H: -0.77173 -0.75853 1.52184

three | The following is a DFT calculation (ωB97M-V with the def2-TZVPD basis set) of a single C4H9NOS molecule.

net charge	0
HOMO (alpha / beta)	-9.2 / -8.0	eV

CARTESIAN COORDINATES (ANGSTROEM)
S: 0.61425 -1.03388 -1.17828
O: 0.54662 -2.46607 -0.81647
N: -1.59655 0.42957 1.48976
C: -1.10345 -0.38987 -0.90072
C: 1.79880 1.30645 -0.15069
C: -1.71174 -0.63667 0.57264
C: 1.42471 -0.07149 0.02309
H: 1.13497 1.83613 -1.00067
H: -2.81487 -0.77829 0.40524
H: 1.77323 -0.56732 0.89947
H: -0.64694 0.89221 1.58169
H: 2.81986 1.71155 -0.05716
H: -1.73067 -1.14117 -1.54992
H: 1.57243 1.74743 0.88346
H: -1.07721 -1.48503 1.01491
H: -1.00343 0.64646 -1.21635

two is favored, and the nearest alternative lies 1.077 eV above it.

one | The following is a DFT calculation (ωB97M-V with the def2-TZVPD basis set) of a single C4H9NOS molecule.

net charge	0
HOMO	-9.2	eV
structure (SMILES)	O=CNCCCS

CARTESIAN COORDINATES (ANGSTROEM)
S: -1.85220 1.15110 0.04246
O: 0.70680 -2.38834 -2.07376
N: 0.78124 -0.67963 -0.50883
C: 1.05260 -0.41592 0.91144
C: 1.27761 -1.78749 -1.21086
C: 0.78986 1.13019 1.07918
C: -0.61977 1.42185 1.37641
H: 0.51734 -1.03845 1.61479
H: 2.07671 -0.58837 1.23034
H: -1.30548 1.58843 -1.10427
H: -0.23875 -0.65151 -0.66470
H: -0.94186 2.34449 1.85061
H: -0.97905 0.73514 2.19948
H: 1.04054 1.62902 0.10631
H: 1.26349 1.57252 1.98739
H: 2.07735 -2.23641 -0.68441

two | The following is a DFT calculation (ωB97M-V with the def2-TZVPD basis set) of a single C4H9NOS molecule.

net charge	0
HOMO	-9.0	eV
structure (SMILES)	CC(=O)NCCS

CARTESIAN COORDINATES (ANGSTROEM)
S: -2.73981 0.06074 2.16150
O: 0.43603 1.61272 -0.02757
N: 0.26533 -0.60240 -0.56699
C: -1.15295 -0.41256 1.53519
C: 2.14804 0.70269 -1.43650
C: -0.99940 -0.89339 0.11149
C: 0.87536 0.64165 -0.60108
H: -1.85025 -0.61178 -0.51766
H: 0.65221 -1.22823 -1.25701
H: 1.88646 1.09445 -2.42939
H: -0.79222 -1.16615 2.25208
H: -1.01795 -1.99023 0.15604
H: -2.80659 1.29281 1.65501
H: -0.33139 0.36963 1.55138
H: 2.60520 -0.26286 -1.65346
H: 2.82193 1.39290 -0.93302

two is favored, and the nearest alternative lies 0.878 eV above it.

one | The following is a DFT calculation (ωB97M-V with the def2-TZVPD basis set) of 2 unconnected molecules or ions with the total composition C4H9NOS.

net charge	0
HOMO	-7.6	eV

CARTESIAN COORDINATES (ANGSTROEM)
S: -1.34011 0.52084 -0.33014
O: 2.69608 -0.17387 0.51883
N: 1.38710 0.24424 -1.36093
C: -0.92703 1.88077 0.77896
C: -0.63300 -2.02325 -0.07250
C: -0.37043 -0.69788 0.50374
C: 1.69513 -0.06050 -0.12856
H: -0.14246 1.53632 1.33550
H: -1.84542 2.19473 1.30330
H: 1.95244 0.79143 -1.97715
H: 0.40346 0.50913 -1.45069
H: -0.29321 -0.52989 1.49706
H: -0.46402 -2.87940 0.61554
H: -1.63392 -1.95195 -0.45023
H: -0.51704 2.75423 0.13889
H: 0.03243 -2.11496 -0.92164

two | The following is a DFT calculation (ωB97M-V with the def2-TZVPD basis set) of a single C4H9NOS molecule.

net charge	0
HOMO	-8.9	eV
structure (SMILES)	C=NSCOCC

CARTESIAN COORDINATES (ANGSTROEM)
S: -0.58492 1.43197 0.40943
O: 1.26185 -0.25674 -0.42567
N: -1.43644 0.34692 1.49380
C: 1.02562 -2.38584 -1.82675
C: 1.84149 -1.18541 -1.34204
C: 0.05364 0.28027 -0.81498
C: -1.85165 0.72062 2.63593
H: 0.18952 0.94570 -1.74774
H: 2.17129 -0.61060 -2.22354
H: 0.42886 -2.10718 -2.71646
H: 2.73931 -1.51439 -0.82664
H: 0.38632 -2.76578 -1.04149
H: -2.31019 -0.04839 3.28504
H: -0.67483 -0.45488 -1.01366
H: 1.78011 -3.07767 -2.25117
H: -1.80592 1.76941 3.02057

two is favored, and the nearest alternative lies 0.388 eV above it.

one | The following is a DFT calculation (ωB97M-V with the def2-TZVPD basis set) of a single C21H27N3O4 molecule.

net charge	0
HOMO	-7.5	eV
structure (SMILES)	COc1cc(C(C)=O)ccc1OC[C@@H](O)CN1CCN(c2ccccn2)CC1

CARTESIAN COORDINATES (ANGSTROEM)
O: 4.36651 0.97294 -1.43702
O: -2.57190 -1.59950 2.46632
O: 0.96896 -1.24854 3.38413
O: 0.71671 -3.03186 1.18358
N: -1.63649 1.52008 1.97748
N: -2.96554 1.28602 -2.70047
N: -1.58793 1.14281 -0.88069
C: -2.18650 1.86809 -4.87860
C: 3.34946 -0.78109 -2.67975
C: -1.38499 0.50266 2.96390
C: 3.13376 0.34267 0.96862
C: 2.96164 -0.43030 -0.17735
C: -2.70530 0.64206 -0.10536
C: -1.72138 1.37927 -2.21329
C: 0.49345 -3.83689 0.05106
C: -1.30989 -0.97759 2.51208
C: 3.63416 0.00732 -1.42263
C: -0.88801 1.95391 -4.38789
C: 1.60664 -1.07350 2.19281
C: 1.49233 -1.91237 1.06164
C: -3.17888 1.52585 -3.98030
C: -0.34510 1.18697 -0.15310
C: 2.15264 -1.56516 -0.10682
C: -0.34521 -1.77147 3.41657
C: -0.53514 1.96895 1.15995
C: 2.46175 0.02380 2.12716
C: -2.85488 1.43636 1.19886
C: -0.64080 1.70876 -3.05617
H: 0.38968 1.92918 1.73752
H: 0.37005 1.76737 -2.68554
H: 0.01514 -3.27403 -0.75689
H: -0.73868 3.01454 0.89835
H: -2.18060 0.57772 3.71734
H: 3.87238 -0.31997 -3.51371
H: 0.42842 1.68784 -0.73202
H: 2.56781 0.62665 3.01560
H: 2.04300 -2.19195 -0.97534
H: -3.63916 0.98695 1.80829
H: 3.77865 1.20589 0.91907
H: -0.18081 -4.62365 0.38532
H: -2.55642 -0.42083 0.12042
H: -3.60146 0.74771 -0.71551
H: -0.44051 0.75730 3.45171
H: -0.36920 -2.82694 3.12871
H: 3.69643 -1.80582 -2.56641
H: -2.97695 -1.55289 3.34025
H: -2.40995 2.05479 -5.91636
H: -3.14818 2.46283 0.94960
H: -0.93686 -1.03577 1.48780
H: 1.42220 -4.28776 -0.31217
H: -4.21181 1.43212 -4.29306
H: 2.28127 -0.79087 -2.88634
H: -0.06981 2.20755 -5.04748
H: -0.64671 -1.67699 4.46499
H: 0.00581 0.16744 0.06039

two | The following is a DFT calculation (ωB97M-V with the def2-TZVPD basis set) of a single C21H27N3O4 molecule.

net charge	0
HOMO	-7.8	eV
structure (SMILES)	CCCNC(=O)COc1coc(CN2CCN(c3ccccc3)CC2)cc1=O

CARTESIAN COORDINATES (ANGSTROEM)
O: 0.47306 2.68675 -1.96980
O: -2.80726 4.26309 1.46306
O: 0.43219 5.30695 0.55749
O: 2.06026 3.42696 1.69316
N: 1.51127 -0.57230 -1.36745
N: 0.69822 -3.14638 -0.41604
N: -0.81675 3.92467 2.49708
C: 0.17623 3.81980 -1.30835
C: -2.27158 -5.24887 -0.98675
C: -1.39513 -4.34730 -0.41982
C: -1.62970 4.51904 1.61294
C: -0.54426 1.49834 2.79047
C: -0.18651 -4.01672 -1.04546
C: 0.19888 -1.92583 0.17942
C: 2.01385 -2.90715 -0.96238
C: 1.36311 1.84074 -1.42921
C: 1.57834 0.58868 -2.23430
C: -1.21792 2.78101 3.28294
C: 0.71197 4.15289 -0.11507
C: -0.93307 5.60842 0.77836
C: 0.16995 -0.79576 -0.85487
C: 1.65736 3.23489 0.55552
C: -1.97216 -5.86454 -2.19082
C: 0.10585 -4.65483 -2.25461
C: 1.96827 2.07088 -0.24558
C: 2.00949 -1.78018 -2.00199
C: -0.95704 0.29608 3.62838
C: -0.77385 -5.56458 -2.81167
H: -2.65920 -6.56931 -2.63333
H: -1.64484 -3.91000 0.53477
H: 0.83402 0.56155 -3.04973
H: 0.87183 -1.64162 0.99434
H: -0.51818 -6.03616 -3.74992
H: 1.38647 -2.06917 -2.86643
H: -0.95370 2.96004 4.32946
H: 0.17271 4.15268 2.49407
H: -3.19591 -5.47970 -0.47708
H: -0.18255 0.12263 -0.38126
H: 3.02856 -1.59785 -2.35089
H: 2.65608 -2.59906 -0.13048
H: -0.82204 1.33232 1.74622
H: -2.30414 2.69901 3.19667
H: 2.41996 -3.82599 -1.38331
H: -0.55353 4.41616 -1.83649
H: 0.53909 1.62757 2.83381
H: 2.57619 0.61997 -2.68276
H: -2.03337 0.14843 3.57863
H: -0.67897 0.44512 4.66898
H: 2.64426 1.33409 0.15535
H: -0.80116 -2.06999 0.58201
H: -1.49154 5.75115 -0.15254
H: -0.53188 -1.06516 -1.66570
H: -0.46775 -0.60522 3.26747
H: 1.02260 -4.44433 -2.78299
H: -0.93609 6.54807 1.33647

two is favored, and the nearest alternative lies 0.351 eV above it.

one | The following is a DFT calculation (ωB97M-V with the def2-TZVPD basis set) of a molecular structure, C6H8.

net charge	0
HOMO	-9.1	eV

CARTESIAN COORDINATES (ANGSTROEM)
C: 0.21283 -0.13039 -1.30710
C: 0.70846 0.66125 -0.09230
C: 0.98318 -0.33836 1.13440
C: -0.01400 -1.14253 0.96456
C: -0.95223 -0.51297 -0.32520
C: -0.76257 0.93342 0.26151
H: 1.67726 1.16794 -0.25248
H: -2.02992 -0.65662 -0.24351
H: 0.90655 -0.96859 -1.90834
H: 0.02499 0.55480 -2.11202
H: -0.99364 1.40462 1.32346
H: -1.05832 1.71390 -0.56678
H: 1.93034 -0.65257 1.77877
H: -0.63291 -2.03391 1.34503

two | The following is a DFT calculation (ωB97M-V with the def2-TZVPD basis set) of a single C6H8 molecule.

net charge	0
HOMO	-8.9	eV
structure (SMILES)	C1=C[C@H]2C[C@H]2C1

CARTESIAN COORDINATES (ANGSTROEM)
C: -1.55131 0.37507 0.03485
C: 1.34331 -0.32289 0.71097
C: 1.05549 0.85517 -0.19855
C: -0.30621 0.51338 -0.80373
C: -0.71353 -0.83867 -0.27478
C: 0.33209 -1.19072 0.72886
H: 1.80802 0.96969 -0.98911
H: 2.27308 -0.43599 1.26052
H: 0.24278 -2.07280 1.35639
H: -1.56010 0.72265 1.06527
H: -0.47392 0.76019 -1.84812
H: -1.00779 -1.65657 -0.92504
H: 1.05241 1.79461 0.37163
H: -2.49432 0.52689 -0.48915

two is favored, and the nearest alternative lies 3.720 eV above it.